Record 1
7
Properties=species:S:1:pos:R:3 method="wB97M-V/def2-TZVPD" relative_energy_kj_mol=527.23 e_tot_ev=-87175.5132 lumo_ev="-1.66 / -0.58" e_homo_ev="-8.85 / -9.19" charge=0
Br 2.1527 -0.1479 -1.2430
Cl -1.4800 -0.4570 -2.0962
N 0.3969 0.7042 2.3098
C 0.7109 0.4282 1.2196
C -1.0877 -0.0993 -0.5942
C 0.9848 -0.2336 0.1147
H -1.6777 -0.1946 0.2894

=====

Record 2
17
Properties=species:S:1:pos:R:3 method="wB97M-V/def2-TZVPD" relative_energy_kj_mol=429.16 e_tot_ev=-8874.1322 lumo_ev="-6.22 / -6.22" e_homo_ev="-12.01 / -12.01" charge=+1
O -1.9467 -0.0612 -0.2046
N 0.7710 -0.2579 1.3234
C 0.6742 -0.3429 -1.0399
C 0.7187 0.2866 -2.3751
C 0.8195 0.3365 0.1194
C 1.4762 -0.2913 2.3526
C -2.4906 -0.2953 0.9336
H -1.9227 0.8741 -0.4850
H -2.8985 0.4708 1.5776
H 0.6105 1.3667 -2.3285
H 1.0710 -0.7575 3.2411
H -0.0418 -0.1410 -3.0265
H -2.5192 -1.3373 1.2286
H 0.8607 1.4228 0.1249
H 0.6431 -1.4237 -1.0101
H 1.6803 0.0608 -2.8425
H 2.4944 0.0897 2.4111